Computed, not measured: a 2-piece molecular cluster, C9H14 overall in a non-equilibrium geometry, with ωB97M-V/def2-TZVPD.

Each atom is followed by the atoms it is bonded to, with distances in Å.
CARTESIAN COORDINATES (ANGSTROEM)
1 C -0.253 2.383 -1.187  C2 1.554, H3 1.072, H4 1.114, H5 1.090
2 C -1.087 1.416 -2.073  C1 1.554, H6 1.158, H7 1.064, H8 1.075
3 H 0.214 3.214 -1.678  C1 1.072
4 H -0.872 2.750 -0.336  C1 1.114
5 H 0.421 1.737 -0.625  C1 1.090
6 H -0.240 0.951 -2.713  C2 1.158
7 H -1.746 1.862 -2.779  C2 1.064
8 H -1.304 0.463 -1.624  C2 1.075
9 C 0.262 0.572 2.393  C15 1.465, H21 1.131, H22 1.095, H23 1.125
10 C 0.418 -2.448 -0.621  C11 1.365, C12 1.456, H16 1.076
11 C -0.811 -2.066 -0.165  C10 1.365, C13 1.428, H17 1.079
12 C 1.604 -1.826 -0.048  C10 1.456, C14 1.376, H18 1.096
13 C -0.979 -1.038 0.811  C11 1.428, C15 1.411, H19 1.081
14 C 1.479 -0.929 0.989  C12 1.376, C15 1.421, H20 1.090
15 C 0.188 -0.476 1.371  C9 1.465, C13 1.411, C14 1.421
16 H 0.716 -3.127 -1.400  C10 1.076
17 H -1.660 -2.576 -0.592  C11 1.079
18 H 2.572 -2.124 -0.467  C12 1.096
19 H -1.931 -0.821 1.276  C13 1.081
20 H 2.452 -0.621 1.373  C14 1.090
21 H -0.484 1.403 2.218  C9 1.131
22 H 1.253 1.022 2.506  C9 1.095
23 H -0.213 0.280 3.370  C9 1.125

Values from the calculation:
<S²>   0.760
DFT total energy   -351.2392 hartree
Energy above the lowest of the compared OMol25 structures with the same formula, charge and spin   105.4 kJ/mol
Highest occupied orbital energy (spin up / spin down)   0.9 / -3.4 eV
Spin multiplicity   2
Net charge   -1
Gap between HOMO and LUMO (spin up / spin down)   0.1157 / 0.2689 Eh


Computed, not measured: a 2-piece molecular cluster, C9H14 overall in a non-equilibrium geometry, with ωB97M-V/def2-TZVPD.

Each atom is followed by the atoms it is bonded to, with distances in Å.
CARTESIAN COORDINATES (ANGSTROEM)
1 C -2.367 0.280 2.926  C2 1.610, H3 1.139, H4 1.052, H5 1.039
2 C -3.554 0.789 1.964  C1 1.610, H6 1.106, H7 1.149, H8 1.022
3 H -1.281 0.446 2.626  C1 1.139
4 H -2.445 0.578 3.931  C1 1.052
5 H -2.261 -0.745 3.061  C1 1.039
6 H -3.252 0.299 1.020  C2 1.106
7 H -3.355 1.920 1.926  C2 1.149
8 H -4.444 0.409 2.291  C2 1.022
9 C -0.201 -1.774 0.534  C13 1.544, H20 1.137, H21 1.084, H23 1.022
10 C 1.626 -0.145 -2.533  C11 1.429, C12 1.402, H16 1.037
11 C 1.048 -1.119 -1.662  C10 1.429, C13 1.406, H17 1.059
12 C 1.955 1.107 -1.992  C10 1.402, C14 1.389, H18 1.130
13 C 0.678 -0.848 -0.334  C9 1.544, C11 1.406, C15 1.396
14 C 1.639 1.369 -0.664  C12 1.389, C15 1.426, H19 1.001
15 C 0.978 0.419 0.169  C13 1.396, C14 1.426, H22 1.056
16 H 1.883 -0.337 -3.519  C10 1.037
17 H 0.949 -2.115 -2.012  C11 1.059
18 H 2.321 2.074 -2.447  C12 1.130
19 H 1.683 2.364 -0.566  C14 1.001
20 H 0.212 -2.813 0.326  C9 1.137
21 H -1.243 -1.622 0.278  C9 1.084
22 H 0.546 0.696 1.092  C15 1.056
23 H -0.120 -1.614 1.540  C9 1.022

Values from the calculation:
<S²>   0.760
DFT total energy   -351.2129 hartree
Energy above the lowest of the compared OMol25 structures with the same formula, charge and spin   174.3 kJ/mol
Highest occupied orbital energy (spin up / spin down)   1.1 / -3.5 eV
Spin multiplicity   2
Net charge   -1
Gap between HOMO and LUMO (spin up / spin down)   0.0940 / 0.2563 Eh


Computed, not measured: a 2-piece molecular cluster, C9H14 overall in a non-equilibrium geometry, with ωB97M-V/def2-TZVPD.

Each atom is followed by the atoms it is bonded to, with distances in Å.
CARTESIAN COORDINATES (ANGSTROEM)
1 C -1.634 -2.581 0.687  C2 1.509, H3 1.086, H4 1.098, H5 1.090
2 C -2.891 -1.970 0.117  C1 1.509, H6 1.085, H7 1.089, H8 1.094
3 H -1.421 -2.296 1.713  C1 1.086
4 H -1.677 -3.678 0.665  C1 1.098
5 H -0.809 -2.344 0.015  C1 1.090
6 H -2.971 -2.191 -0.942  C2 1.085
7 H -3.754 -2.272 0.708  C2 1.089
8 H -2.838 -0.880 0.194  C2 1.094
9 C 2.167 0.056 -1.854  C13 1.506, H20 1.096, H21 1.094, H23 1.091
10 C 0.350 0.915 1.403  C11 1.378, C12 1.429, H16 1.088
11 C 0.233 2.285 1.308  C10 1.378, C14 1.408, H17 1.090
12 C 1.137 0.207 0.444  C10 1.429, C13 1.412, H18 1.088
13 C 1.564 0.860 -0.734  C9 1.506, C12 1.412, C15 1.378
14 C 0.851 2.984 0.253  C11 1.408, C15 1.429, H19 1.084
15 C 1.459 2.233 -0.799  C13 1.378, C14 1.429, H22 1.092
16 H -0.201 0.347 2.149  C10 1.088
17 H -0.278 2.821 2.107  C11 1.090
18 H 1.163 -0.880 0.474  C12 1.088
19 H 0.836 4.067 0.206  C14 1.084
20 H 2.681 -0.831 -1.464  C9 1.096
21 H 2.925 0.600 -2.425  C9 1.094
22 H 1.729 2.806 -1.687  C15 1.092
23 H 1.379 -0.261 -2.539  C9 1.091

Values from the calculation:
<S²>   0.759
DFT total energy   -351.2725 hartree
Energy above the lowest of the compared OMol25 structures with the same formula, charge and spin   17.9 kJ/mol
Highest occupied orbital energy (spin up / spin down)   1.0 / -3.5 eV
Spin multiplicity   2
Net charge   -1
Gap between HOMO and LUMO (spin up / spin down)   0.1013 / 0.2634 Eh


What is the energy above the lowest of the compared OMol25 structures with the same formula, charge and spin in the first record?
105.4 kJ/mol